# 1
ORCA calculation (ωB97M-V/def2-TZVPD) on 2 unconnected molecules or ions with the total composition C2H3IOS at a distorted geometry.

Element x y z (Å)
C -2.20282 -2.90967 0.62591
C 1.14026 1.94664 -0.39656
O -2.21857 -1.95252 1.28412
S -2.39660 -4.04615 -0.37903
I 2.80560 0.57035 0.29459
H 0.26744 1.26840 -0.38804
H 1.01723 2.76048 0.35927
H 1.58744 2.36248 -1.40026

The SMILES is O=C=S.CI. The HOMO energy comes out at -9.44 eV. The orbital gap comes out at 0.35236 Ha. As for the largest force on an atom: 2.7 eV/Å. The calculated total energy is -23105.8003 eV.


# 2
ORCA calculation (ωB97M-V/def2-TZVPD) on C2H3IOS in the gas phase.

Element x y z (Å)
C -0.80970 -0.71507 0.17978
C 0.29192 -1.20969 -0.34294
O 1.48458 -0.57040 -0.30808
S -2.20155 2.52372 -0.05043
I -2.68732 -0.17840 -0.04314
H 0.43410 -2.23350 -0.68705
H -2.44425 2.58362 1.25835
H 1.35775 0.36450 -0.08654

The HOMO energy (alpha / beta) comes out at -8.22 / -8.57 eV. The orbital gap (alpha / beta) comes out at 0.26666 / 0.26391 Ha. As for the largest force on an atom: 0.9 eV/Å. The calculated total energy is -23101.1753 eV.


# 3
ORCA calculation (ωB97M-V/def2-TZVPD) on a molecular structure, C2H3LiO2Sc at a distorted geometry.

Element x y z (Å)
O -1.64454 1.67795 -0.59748
C -0.69529 1.12037 -0.21054
C -0.43359 -0.22817 0.42852
O 0.74449 -0.80731 -0.02707
Sc 2.51988 0.07860 -0.22438
H -1.33919 -0.83264 0.23703
H -0.34202 -0.01215 1.51066
Li 0.45361 -2.53190 -0.66569
H 0.73665 1.53523 -0.45106

The HOMO energy (alpha / beta) comes out at -24.07 / -24.10 eV. The orbital gap (alpha / beta) comes out at 0.25278 / 0.25609 Ha. As for the largest force on an atom: 3.9 eV/Å. The calculated total energy is -27086.5459 eV. As for the net charge: +3.


# 4
ORCA calculation (ωB97M-V/def2-TZVPD) on a molecular structure, C2H3MgNaO2 at a distorted geometry.

Element x y z (Å)
H -3.05911 0.48380 -0.73980
O -1.96727 0.64383 0.02234
C -0.82938 0.06189 -0.21894
C 0.34785 0.43673 0.39142
O 1.48948 -0.22519 0.18826
Na 1.17418 -2.30660 -0.48017
Mg 3.28785 0.34968 0.74076
H -0.79737 -0.72327 -0.99854
H 0.35378 1.27913 1.09466

The spin multiplicity is 2. The HOMO energy (alpha / beta) comes out at -10.78 / -10.77 eV. The orbital gap (alpha / beta) comes out at 0.23778 / 0.21837 Ha. As for the largest force on an atom: 7.3 eV/Å. The calculated total energy is -16070.0797 eV. As for the net charge: +1.


# 5
ORCA calculation (ωB97M-V/def2-TZVPD) on a molecular structure, C2H3MnO3 at a distorted geometry.

Element x y z (Å)
O -2.70249 0.45647 0.08409
C -3.34368 -0.57743 0.00292
H -4.44195 -0.54750 0.07117
H -2.84504 -1.54961 -0.15042
O 2.29451 -0.24259 0.02267
C 1.07553 0.24539 0.05366
O 1.03232 1.52042 -0.01802
Mn -0.83711 0.89021 0.05054
H 2.90628 0.55339 -0.04746

The spin multiplicity is 6. The HOMO energy (alpha / beta) comes out at -13.42 / -14.66 eV. The orbital gap (alpha / beta) comes out at 0.28882 / 0.32339 Ha. As for the largest force on an atom: 2.2 eV/Å. The calculated total energy is -39576.5443 eV. As for the net charge: +1.


# 6
ORCA calculation (ωB97M-V/def2-TZVPD) on C2H3N in the gas phase at a distorted geometry.

Element x y z (Å)
C 0.32703 0.01625 -0.23887
C -0.68570 0.31682 0.66972
H -0.16083 -0.70636 -0.86343
H 0.97316 0.75154 -0.99364
H 1.08516 -0.53526 -0.01528
N -1.53882 0.15701 1.44151

The SMILES is CC#N. The HOMO energy comes out at -11.63 eV. The orbital gap comes out at 0.45456 Ha. As for the largest force on an atom: 7.0 eV/Å. The calculated total energy is -3610.9838 eV.


What did the third record say?
ORCA calculation (ωB97M-V/def2-TZVPD) on a molecular structure, C2H3LiO2Sc at a distorted geometry.

Element x y z (Å)
O -1.64454 1.67795 -0.59748
C -0.69529 1.12037 -0.21054
C -0.43359 -0.22817 0.42852
O 0.74449 -0.80731 -0.02707
Sc 2.51988 0.07860 -0.22438
H -1.33919 -0.83264 0.23703
H -0.34202 -0.01215 1.51066
Li 0.45361 -2.53190 -0.66569
H 0.73665 1.53523 -0.45106

The HOMO energy (alpha / beta) comes out at -24.07 / -24.10 eV. The orbital gap (alpha / beta) comes out at 0.25278 / 0.25609 Ha. As for the largest force on an atom: 3.9 eV/Å. The calculated total energy is -27086.5459 eV. As for the net charge: +3.


Copy entry 5 word for word.
ORCA calculation (ωB97M-V/def2-TZVPD) on a molecular structure, C2H3MnO3 at a distorted geometry.

Element x y z (Å)
O -2.70249 0.45647 0.08409
C -3.34368 -0.57743 0.00292
H -4.44195 -0.54750 0.07117
H -2.84504 -1.54961 -0.15042
O 2.29451 -0.24259 0.02267
C 1.07553 0.24539 0.05366
O 1.03232 1.52042 -0.01802
Mn -0.83711 0.89021 0.05054
H 2.90628 0.55339 -0.04746

The spin multiplicity is 6. The HOMO energy (alpha / beta) comes out at -13.42 / -14.66 eV. The orbital gap (alpha / beta) comes out at 0.28882 / 0.32339 Ha. As for the largest force on an atom: 2.2 eV/Å. The calculated total energy is -39576.5443 eV. As for the net charge: +1.


> Among the records above, which one has the highest calculated total energy?

C2H3N